No. 1
{"formula": "C4H7IN2", "method": "the ωB97M-V functional and the def2-TZVPD basis", "species": ["H", "H", "H", "H", "H", "C", "N", "I", "N", "C", "H", "C", "C", "H"], "xyz": [[-0.80673, 1.66138, 1.67509], [1.47015, -1.07082, 1.60888], [-1.90024, 1.41185, 0.32313], [-0.25470, 1.84813, 0.15613], [-1.06888, -0.79909, 1.08268], [-0.28446, -0.17843, 0.89466], [1.09386, -0.90688, -1.46477], [-1.36146, -2.29576, -2.31339], [1.75947, -0.89253, -0.50931], [1.13833, -0.32880, 0.82329], [-0.50218, 0.20063, -2.29409], [-0.85685, 1.22242, 0.69688], [-0.17112, -0.53335, -1.62753], [1.74482, 0.66125, 0.94836]], "gap_ev": 7.440, "relative_energy_kcal_mol": 118.4, "multiplicity": 1, "lumo_ev": -0.5}


No. 2
{"formula": "C8H9BrS2", "method": "the ωB97M-V functional and the def2-TZVPD basis", "species": ["H", "C", "C", "H", "C", "H", "H", "C", "C", "Br", "C", "C", "H", "H", "S", "H", "C", "H", "S", "H"], "xyz": [[-1.22383, 1.30748, 1.82397], [-0.13525, -0.74708, -0.87419], [-0.70454, -1.29400, 1.53866], [-0.32664, 2.93076, 0.14226], [1.79026, -0.77494, -0.34638], [3.62033, 0.26525, 0.63532], [0.23772, 2.34131, -2.03103], [-0.19209, 1.59380, -1.43594], [-0.57074, 1.95046, -0.11834], [-3.11514, -0.58846, -0.17416], [-0.94613, -0.39052, 0.34050], [-0.99958, 1.02267, 0.75162], [-1.23936, -0.84107, 2.36788], [-0.29044, -1.74984, -1.16740], [2.51466, 0.70297, 0.05395], [0.24076, -0.03369, -2.73587], [-0.17051, 0.29046, -1.84169], [0.24543, -1.52952, 1.84227], [2.35003, -2.24590, -0.11918], [-1.08494, -2.21016, 1.34774]], "gap_ev": 7.095, "relative_energy_kcal_mol": 46.6, "multiplicity": 1, "lumo_ev": -0.9}


No. 3
{"formula": "C60H82N9O17P3", "method": "the ωB97M-V functional and the def2-TZVPD basis", "species": ["C", "C", "H", "C", "H", "C", "H", "C", "C", "O", "H", "C", "H", "C", "C", "H", "C", "H", "H", "H", "H", "H", "C", "H", "N", "H", "C", "H", "O", "O", "C", "C", "H", "H", "H", "H", "H", "H", "C", "C", "H", "H", "C", "H", "H", "N", "C", "H", "O", "H", "C", "P", "H", "C", "O", "H", "P", "C", "H", "C", "H", "O", "N", "C", "H", "C", "O", "C", "H", "H", "C", "H", "H", "H", "O", "H", "H", "C", "N", "C", "C", "H", "C", "C", "O", "C", "C", "N", "H", "O", "H", "H", "O", "O", "H", "C", "H", "C", "C", "C", "H", "O", "C", "O", "H", "H", "H", "C", "H", "H", "C", "C", "H", "H", "N", "H", "C", "N", "H", "C", "H", "H", "H", "H", "C", "N", "C", "H", "C", "H", "H", "P", "O", "H", "C", "H", "C", "H", "H", "C", "H", "O", "C", "H", "C", "H", "N", "C", "H", "C", "C", "H", "H", "H", "C", "H", "H", "C", "H", "H", "O", "C", "H", "H", "C", "H", "H", "H", "C", "H", "C"], "xyz": [[-1.29329, 3.00373, -0.13708], [-4.04787, -1.10590, 2.63800], [-4.54551, 3.27147, 0.71054], [-2.57577, 3.93278, 5.08503], [-0.90859, 3.32839, 0.82973], [3.01148, -7.71868, -0.92196], [-3.25486, 2.63213, 1.71379], [-0.90855, -3.84932, 4.15804], [1.77115, -2.27647, -4.06569], [2.42132, -2.07624, -0.92931], [-1.50538, 1.44210, 7.75639], [5.73516, 1.83510, -2.45895], [2.10736, -0.01314, 3.09422], [-3.62585, -2.50171, -4.81602], [2.53993, -7.62497, -3.37424], [4.08935, 0.97162, 0.46657], [2.93734, 0.67809, -5.25128], [-2.56800, -1.00022, 5.24798], [-1.01060, 2.07064, -6.94441], [-4.16761, -6.25231, 3.82202], [-4.68564, -0.71015, 1.84760], [-3.02975, -1.39303, 2.37515], [-6.07298, -2.11039, 3.72133], [-0.11989, -3.41314, 3.54495], [1.03429, -1.86912, -5.32155], [-3.60581, 1.72961, 0.30031], [-5.34959, 4.40623, -1.47825], [-1.05411, 3.33767, 3.84149], [2.07876, 3.15056, 0.87160], [2.66457, -5.57312, -4.61165], [2.57488, 5.37555, 1.67382], [-2.86254, 2.89095, 7.24872], [-1.49349, 7.63198, -0.86161], [7.02369, -0.56582, 2.78522], [-3.14098, -5.02383, -1.97826], [-4.14056, -4.12152, 0.77989], [-3.87230, -0.14304, 3.11776], [-6.50327, -1.44375, 4.46869], [-1.49344, 3.22743, 4.82193], [-3.26504, -4.28025, -2.75163], [-4.73939, 3.60349, -1.89220], [2.29499, 2.20832, -3.16819], [-0.99974, 1.09364, -7.42758], [-3.50426, 2.61716, 8.07311], [-4.92759, 7.30693, -1.05609], [-2.26994, 5.79707, -1.83981], [-3.29883, -4.74608, -4.02594], [-0.55144, -2.94382, -6.09958], [-4.27459, 4.63778, 6.58945], [0.81146, 0.39368, -8.93441], [-3.15601, -2.85403, -2.36820], [-2.97661, 5.30118, -0.32245], [5.50948, -1.26690, 7.42516], [4.75223, 0.80465, -0.36956], [-2.91619, -2.50090, -1.22918], [3.36821, 1.65439, -5.47330], [0.32709, -0.30804, -5.29770], [-3.26045, -4.06296, 1.42028], [2.12998, -8.17099, -4.21103], [4.93624, 1.85523, -1.14583], [2.52970, -9.42858, -2.28206], [5.72532, 2.65015, -3.33812], [-4.58748, -2.09137, 3.59290], [6.68473, -0.85451, 3.76918], [-1.18472, -4.72277, 3.56735], [3.55519, 5.71483, 3.87011], [-4.27190, -3.93022, 5.39950], [3.06125, -5.56407, -2.28712], [-3.29890, -5.81362, -4.18954], [-1.31526, 1.91418, -0.15945], [2.86415, 3.40580, 3.13412], [3.14380, 7.30441, 2.40792], [-2.20719, 5.73037, -3.95973], [1.59162, -0.75814, -7.99671], [7.90913, -2.24971, 6.88817], [3.26161, -4.50288, -2.27569], [3.30410, -5.63172, -0.23485], [-3.47121, -1.99622, -3.56104], [0.08466, 0.18924, -6.96207], [-0.89039, 2.26896, 5.84941], [2.32012, -0.96891, 1.26595], [4.32440, 2.70281, -0.87445], [0.13509, -0.03870, 1.96348], [3.33870, 4.25818, 4.09487], [-3.56342, -4.42662, -6.24582], [-3.58869, 2.75011, 0.68289], [6.74361, 0.75841, -2.39024], [1.54532, 0.77248, -4.66620], [3.67972, 0.24042, -4.58387], [4.72035, 0.30225, 3.29133], [-6.37742, 6.48955, -0.53162], [0.85537, -3.88837, -5.62614], [4.21289, 6.39866, 4.68620], [-2.52059, 6.01916, 0.84850], [1.04257, -2.25217, -3.25532], [1.74389, -1.60747, 0.05542], [-3.45168, 4.64459, -3.47369], [1.43165, 1.57726, -3.37920], [0.25751, -1.44692, -0.04099], [1.56413, -0.34865, 2.22316], [-0.51395, -4.14482, 5.13019], [5.48232, -1.46104, 0.19245], [-4.21499, -5.84392, 2.81252], [3.15864, -8.38430, 0.13675], [-6.44920, -1.93539, 2.71341], [-0.43191, 6.57867, -1.37058], [7.60309, 0.73192, -3.04368], [5.40339, -0.22593, 4.10365], [-0.10573, -2.00070, -0.89409], [-1.19621, 7.38859, -2.72967], [5.59370, -0.39927, -0.47200], [-1.68108, 2.22832, 7.03709], [2.64680, -1.64309, -3.92368], [2.74495, 2.35689, 3.36210], [-4.63810, 5.39222, -0.61936], [-5.21179, 6.91188, 0.72280], [-5.31478, 6.60459, -0.31791], [-3.58202, -4.49507, 2.79766], [-5.26219, -5.80182, 2.51302], [7.44768, -1.58760, 4.69453], [-0.99740, -1.09585, 4.28883], [-2.56020, -4.78709, 1.00389], [-1.95799, 0.67205, -7.12407], [3.61179, 3.93610, 5.08890], [-1.37558, 6.98699, -1.73235], [-2.67821, 3.58212, -0.15515], [2.42600, 3.91591, 1.75609], [-1.62453, 4.39876, -3.24092], [-1.69626, -1.58971, 4.96396], [-6.23497, -3.12251, 4.09211], [-3.74677, -1.72892, -5.56071], [-3.63819, -3.36775, 4.17823], [-0.39935, 0.79308, 2.69602], [-6.02400, 4.93494, -2.15185], [6.69596, -0.20327, -1.45614], [0.91183, -3.02322, -7.15733], [7.11761, -1.76645, 6.09446], [3.03300, 0.02424, -6.11812], [-0.99843, 1.30006, -8.49785], [1.16846, 0.24308, -7.91561], [-0.67263, 3.45121, -0.91336], [-0.88106, -0.13768, -4.40808], [-3.27349, 3.92667, 6.36743], [2.36047, 5.85596, 0.73060], [2.74836, -6.13901, -3.52317], [4.27496, 0.06390, 6.00394], [-2.01376, -2.90055, 4.36512], [5.18102, -0.34784, 5.58450], [-6.03796, 3.82547, -0.86427], [-2.49242, 5.05259, -3.15515], [3.17197, -6.25377, -1.10776], [-1.12379, -1.81782, 5.86304], [-3.48285, -0.93050, -3.38639], [-2.79113, -3.07917, 1.42063], [5.96057, -1.03966, 6.47055], [8.44607, -1.92296, 4.45547], [-2.95216, 4.63992, 4.36068], [-0.52977, -0.70283, 0.79463], [0.53622, 2.19564, -3.44165], [3.30598, -1.24041, 1.61348], [0.21817, 1.73507, 5.75705], [3.06454, 6.23982, 2.57143], [7.53776, -0.86986, -1.34033], [-1.59358, -0.54774, 0.69131], [0.53746, -2.97816, -6.13462], [1.27848, 0.97510, -2.48362], [2.18171, -3.28546, -4.10396], [-3.79091, -6.56933, 2.11824], [-3.49767, -3.90806, -5.12747], [2.05589, 0.86333, -7.78971], [2.71778, -8.36644, -2.22846]], "gap_ev": 5.823, "smiles": "CN(C)P(=O)(N(C)C)N(C)C.CN(C)P(=O)(N(C)C)N(C)C.CN(C)P(=O)(N(C)C)N(C)C.O=C1C=CC(=O)C=C1.O=C1C=CC(=O)C=C1.O=C1C=CC(=O)C=C1.O=C1C=CC(=O)C=C1.O=C1C=CC(=O)C=C1.O=C1C=CC(=O)C=C1.O=C1C=CC(=O)C=C1", "multiplicity": 1, "lumo_ev": -2.3}


No. 4
{"formula": "C12H6InNO5", "method": "the ωB97M-V functional and the def2-TZVPD basis", "species": ["C", "H", "O", "C", "C", "C", "C", "H", "O", "H", "C", "C", "H", "C", "O", "H", "C", "O", "C", "In", "C", "H", "N", "O", "C"], "xyz": [[-0.02509, -0.45395, -2.49253], [5.99527, 4.16906, 1.45854], [-4.04930, -0.27738, 0.97016], [0.18347, -2.52460, -0.13903], [-1.43383, 2.77214, 0.40007], [6.57558, 3.11032, -0.33362], [1.16351, -0.16735, 1.40687], [7.63195, 3.35917, -0.23335], [2.25578, -0.36377, 1.70628], [-1.56478, -0.69656, -1.51064], [6.13145, 2.35913, -1.43001], [-2.98738, 0.04169, 0.72152], [6.85546, 2.04202, -2.19795], [2.51421, 2.00739, -0.63624], [0.82343, -0.56755, -3.28482], [4.45688, 1.36041, -2.39363], [4.29575, 3.27187, 0.49172], [-1.20390, 3.91760, 0.39260], [5.65589, 3.55397, 0.62725], [-0.88834, 0.46095, -0.08547], [3.83837, 2.51867, -0.61229], [3.59807, 3.52635, 1.30434], [1.40845, 1.58273, -0.61069], [0.39566, -3.64923, -0.12044], [4.76962, 2.05702, -1.58247]], "gap_ev": [5.667, 5.668], "total_charge": 2, "multiplicity": 1, "lumo_ev": [-9.7, -9.7]}


No. 5
{"formula": "C13H16OSi", "method": "the ωB97M-V functional and the def2-TZVPD basis", "species": ["H", "H", "C", "H", "H", "C", "H", "C", "C", "H", "H", "H", "H", "H", "Si", "H", "H", "H", "C", "C", "C", "C", "O", "H", "C", "C", "C", "H", "C", "H", "C"], "xyz": [[2.91073, 4.25529, -1.12361], [0.36682, -4.42981, -2.95515], [-0.50660, -2.84264, -1.99449], [-0.76235, -0.40170, 3.28640], [-0.35666, -4.08834, -0.28094], [-0.05452, 0.42838, 2.99159], [0.85636, 0.43771, 3.47654], [2.75298, 4.07173, -0.05531], [-0.64721, -4.00029, -2.82358], [-2.60877, 2.03848, 0.31805], [-0.19524, 0.65427, -1.71415], [0.11361, -2.28051, 1.36557], [-0.71652, 1.29038, 3.30690], [-1.30453, -4.60484, -2.34483], [0.17383, 0.62273, 1.08559], [-0.66779, -1.20071, -3.43158], [2.11121, 4.95022, 0.14512], [-3.76759, 0.82586, 3.15776], [-3.30153, 1.00280, 2.16463], [-0.28803, -0.48249, -1.48803], [-0.43033, -1.45067, -2.38474], [1.93705, 2.89482, 0.19801], [3.96843, 4.11712, 0.65428], [4.53859, 3.41277, 0.24703], [1.26499, 1.97771, 0.45528], [-0.19742, -2.06587, 0.31853], [-0.12027, -0.77326, -0.06953], [-0.95969, -3.67109, -3.83738], [-2.71089, 1.41254, 1.17993], [-1.07250, 0.98713, 0.82439], [-0.32615, -3.08771, -0.67228]], "gap_ev": 8.965, "smiles": "Cc1ccc([Si@@H](C)C#CCO)cc1.C#C", "relative_energy_kcal_mol": 126.2, "multiplicity": 1, "lumo_ev": 0.7}


Number 1: E_tot -15336.9896 eV. Number 2: E_tot -100151.4610 eV. Number 3: E_tot -139623.6020 eV. Number 4: E_tot -29419.4112 eV. Number 5: E_tot -23658.9034 eV.